1.
The ion C6H15N with charge +1, computed with ωB97M-V/def2-TZVPD.

Structure (XYZ):
```
22
Properties=species:S:1:pos:R:3:forces:R:3:nbo_charge:R:1
C 1.8916 0.5231 1.3168 0.814 0.540 0.567 -0.610
C 0.9722 -0.5890 0.7947 -1.753 -0.337 -0.543 -0.112
C 0.3373 -0.2262 -0.6105 0.031 0.063 -0.117 -0.357
C -0.9770 0.5457 -0.3770 -0.117 -0.450 0.791 -0.221
C -2.1199 -0.4357 -0.0277 0.206 -0.411 -1.283 -0.619
C -1.2628 1.3704 -1.6106 -0.846 1.328 0.260 -0.619
N 1.6132 -1.8338 0.6638 1.425 1.018 0.820 -0.292
H 1.8901 1.3902 0.6606 -0.038 -0.118 -0.119 0.251
H 2.9253 0.1989 1.4667 -0.041 -0.053 -0.301 0.236
H 1.5881 0.8541 2.3148 -0.281 -0.217 -0.177 0.263
H 0.1008 -0.7298 1.4273 0.182 -0.085 0.434 0.240
H 1.0384 0.3620 -1.2035 0.148 -0.050 0.101 0.231
H 0.1109 -1.1443 -1.1568 0.021 0.043 -0.048 0.225
H -0.8529 1.1796 0.5090 0.184 0.297 -0.301 0.206
H -2.8442 -0.1014 0.7023 0.113 0.232 0.257 0.237
H -1.7148 -1.4121 0.2492 -0.144 0.018 0.361 0.192
H -2.6812 -0.6340 -0.9509 0.019 -0.010 0.178 0.229
H -1.2529 0.8015 -2.5362 0.109 -0.066 -0.029 0.222
H -0.6503 2.2681 -1.6747 0.723 -0.321 -0.216 0.225
H -2.2369 1.8699 -1.5209 -0.201 -0.595 -0.010 0.239
H 2.4625 -1.7891 0.0982 -0.136 -0.494 -0.198 0.407
H 1.6625 -2.4680 1.4652 -0.420 -0.332 -0.427 0.425
```
Positions in Å, forces in eV/Å.

Calculated values
* total charge: +1
* HOMO level (spin up / spin down): -15.1 / -15.2 eV
* ΔE to the lowest compared entry with this formula, charge and spin: 20.66 kcal per mole
* 2S+1: 2



2.
A cluster of 12 separate species, C18H54N12O25P2Si in total, computed with ωB97M-V/def2-TZVPD.

Structure (XYZ):
```
112
Properties=species:S:1:pos:R:3:forces:R:3:mulliken_charge:R:1
C -2.6272 2.1846 4.6746 0.120 -0.198 -0.001 -1.402
C -1.6736 2.4196 3.5065 0.083 0.087 0.064 0.249
C -0.4013 1.5790 3.6376 -0.210 -0.110 -0.042 -1.216
C 0.3461 1.3530 2.3226 0.444 0.248 0.048 2.491
C 0.9122 2.6705 1.7575 -0.100 0.057 -0.103 -1.578
Si 1.7185 0.1008 2.5223 -0.342 -0.107 0.104 -0.018
C 2.1786 -0.6626 0.8551 -0.070 0.096 0.066 0.712
N 1.0515 -1.2050 0.0947 0.146 -0.056 -0.257 -0.300
C 0.1139 -2.0340 0.8360 0.037 0.012 0.018 -0.821
P 3.6353 0.9289 3.4214 0.720 -0.063 -0.169 -0.188
P 3.2309 0.3583 5.4674 -0.609 0.143 0.007 0.736
O 1.8523 0.5584 5.9472 0.140 0.099 0.121 -0.587
O 3.7032 -1.1747 5.5109 -0.037 -0.020 -0.121 -0.233
O 4.3589 1.0038 6.3982 0.090 0.048 -0.082 -0.539
H -2.0659 2.0871 5.6079 -0.042 0.125 0.054 0.265
H -3.1663 1.2452 4.5368 -0.028 -0.012 0.003 0.387
H -3.3478 2.9897 4.7908 -0.043 -0.035 -0.026 0.348
H -2.1787 2.1794 2.5695 0.026 0.088 0.055 -0.206
H -1.4033 3.4794 3.4727 -0.016 0.005 -0.115 0.326
H 0.2839 2.0586 4.3444 -0.018 -0.058 0.071 0.346
H -0.6549 0.6162 4.0936 -0.041 -0.028 -0.059 0.304
H -0.3141 0.9100 1.5677 -0.072 0.005 0.167 -0.896
H 0.1646 3.2086 1.1715 -0.027 0.010 0.038 0.321
H 1.7750 2.5294 1.1000 -0.033 -0.021 -0.039 0.276
H 1.2188 3.3338 2.5692 0.057 -0.031 0.027 0.401
H 1.3236 -0.9899 3.4598 0.111 -0.004 0.018 -0.227
H 2.6481 0.1093 0.2437 0.086 -0.039 -0.017 -0.172
H 2.9417 -1.4385 0.9847 0.000 0.015 0.090 -0.377
H 0.5820 -0.4584 -0.3987 -0.065 -0.015 0.023 0.230
H -0.6162 -1.4739 1.4332 0.047 0.005 0.089 0.176
H -0.4438 -2.6706 0.1495 -0.037 0.020 -0.041 0.331
H 0.6754 -2.6887 1.5042 -0.025 -0.037 0.006 0.362
H 3.3724 2.3033 3.5920 -0.317 0.018 0.028 -0.014
H 3.0096 -1.6816 5.0562 0.156 -0.230 0.110 0.232
H 4.0656 1.8664 6.7251 0.054 -0.155 0.046 0.363
C 6.6241 -3.0784 5.8576 -0.088 0.068 -0.072 -0.464
N 6.4708 -4.3500 5.0962 0.009 0.007 0.006 0.906
O 5.6163 -4.3931 4.2345 -0.007 0.005 -0.011 -0.523
O 7.2173 -5.2594 5.3874 0.005 -0.013 0.001 -0.556
H 5.8889 -2.3753 5.4848 0.012 0.025 0.039 0.057
H 6.4693 -3.3081 6.9076 0.032 -0.030 -0.001 0.264
H 7.6412 -2.7329 5.6988 0.011 -0.017 0.023 0.306
C 3.5402 1.6078 -2.9541 -0.045 -0.046 -0.101 -0.832
N 2.6642 2.1859 -1.9014 -0.003 -0.041 0.133 0.765
O 1.7180 1.5287 -1.5236 -0.102 0.002 -0.076 -0.390
O 2.9584 3.2810 -1.4646 0.070 0.001 -0.090 -0.523
H 3.1463 0.6325 -3.2098 0.018 -0.003 -0.004 0.288
H 3.5237 2.2894 -3.7997 0.015 0.043 0.034 0.316
H 4.5394 1.5300 -2.5389 -0.001 0.018 0.004 0.335
C -2.8820 1.2392 -1.4885 0.015 -0.016 0.054 -0.864
N -2.9025 1.3304 -0.0038 0.060 0.036 0.015 0.905
O -2.3496 0.4521 0.6326 -0.060 -0.095 -0.091 -0.476
O -3.4663 2.2842 0.4861 -0.073 -0.009 -0.063 -0.540
H -2.3547 0.3355 -1.7662 -0.023 0.001 -0.016 0.322
H -3.9110 1.2169 -1.8296 0.042 0.025 0.023 0.309
H -2.3894 2.1355 -1.8538 -0.017 0.009 -0.016 0.310
C -1.1520 5.5390 7.3195 -0.012 -0.030 -0.026 -0.672
N -2.3763 5.9520 6.5755 0.068 -0.019 0.008 0.860
O -3.0483 5.0774 6.0740 -0.055 0.081 0.022 -0.479
O -2.6089 7.1409 6.5229 -0.013 0.013 0.008 -0.543
H -1.0789 4.4591 7.2733 0.005 0.000 0.000 0.257
H -0.3090 6.0267 6.8392 0.001 0.012 0.011 0.280
H -1.2592 5.9002 8.3378 0.007 0.013 -0.003 0.294
C -5.8687 -0.6852 -5.1596 -0.063 0.091 0.008 -0.618
N -4.8606 -0.2628 -4.1504 0.023 -0.065 0.036 0.945
O -4.3626 0.8375 -4.2522 -0.028 0.045 -0.068 -0.532
O -4.5957 -1.0599 -3.2696 0.000 -0.036 -0.025 -0.551
H -5.9888 0.1135 -5.8803 0.025 0.000 0.032 0.210
H -5.4841 -1.5866 -5.6257 -0.025 0.002 -0.024 0.246
H -6.7838 -0.8989 -4.6147 0.011 -0.031 0.014 0.297
C 4.9079 -3.0715 -1.0813 -0.002 0.024 0.036 -0.601
N 5.1751 -1.8153 -1.8352 -0.036 -0.012 -0.016 0.850
O 4.8098 -0.7672 -1.3416 0.034 0.029 0.043 -0.449
O 5.7379 -1.9198 -2.9035 -0.006 -0.007 -0.014 -0.562
H 4.4021 -2.8118 -0.1601 -0.011 -0.001 -0.004 0.155
H 4.2937 -3.6995 -1.7192 0.008 -0.005 -0.003 0.287
H 5.8676 -3.5466 -0.9016 0.000 -0.009 -0.018 0.308
C -4.7540 0.6611 -10.0015 0.030 0.120 0.097 -0.738
N -4.9410 0.6852 -8.5269 -0.045 -0.090 0.002 0.935
O -4.4795 -0.2408 -7.8879 0.077 -0.005 -0.015 -0.523
O -5.5560 1.6139 -8.0469 -0.018 0.014 -0.003 -0.565
H -4.2076 -0.2354 -10.2475 0.040 0.070 -0.045 0.301
H -5.7434 0.6498 -10.4482 0.003 0.014 0.001 0.266
H -4.2230 1.5683 -10.2751 -0.034 0.028 0.018 0.324
C -4.7761 -4.2120 -10.8355 0.046 0.021 -0.048 -0.464
N -5.2412 -2.8015 -10.8042 -0.082 0.116 0.101 0.908
O -4.6443 -1.9769 -11.4712 0.055 -0.259 -0.179 -0.567
O -6.1910 -2.5469 -10.0942 -0.016 -0.017 -0.020 -0.516
H -3.9340 -4.2714 -11.5139 -0.001 0.001 0.001 0.293
H -4.5110 -4.4770 -9.8154 -0.030 -0.051 -0.046 0.126
H -5.6129 -4.8172 -11.1714 -0.014 0.001 0.032 0.281
C 1.9156 -2.5676 7.9370 -0.024 0.134 0.116 -0.496
N 1.1200 -3.8097 7.7495 0.027 0.010 -0.077 0.914
O 0.6426 -4.3415 8.7277 -0.009 -0.002 0.018 -0.550
O 1.0068 -4.2086 6.6074 0.003 -0.009 -0.007 -0.544
H 1.9401 -2.3269 8.9930 -0.029 -0.045 0.007 0.325
H 2.9101 -2.7585 7.5461 -0.013 0.004 -0.035 0.153
H 1.4366 -1.7794 7.3601 0.029 0.001 -0.023 0.194
C -4.0810 -6.1315 -5.6673 -0.038 -0.046 0.003 -0.647
N -4.5127 -6.0511 -7.0902 -0.013 0.025 -0.027 0.851
O -5.2089 -6.9362 -7.5314 0.004 -0.018 0.008 -0.536
O -4.1294 -5.0841 -7.7219 0.055 0.020 0.076 -0.552
H -4.4961 -7.0364 -5.2414 0.004 0.004 0.004 0.295
H -2.9954 -6.1366 -5.6637 0.002 0.017 0.003 0.282
H -4.4488 -5.2388 -5.1706 0.015 0.010 0.001 0.247
C 4.2506 5.7284 0.0482 0.012 0.060 -0.018 -0.641
N 3.9029 6.9431 0.8366 0.007 -0.019 0.023 0.875
O 4.2401 8.0230 0.4002 -0.003 0.005 -0.013 -0.539
O 3.3001 6.7645 1.8750 0.000 -0.004 0.018 -0.533
H 4.7898 6.0431 -0.8366 -0.004 -0.001 0.001 0.319
H 4.8570 5.0976 0.6914 -0.023 -0.028 -0.001 0.271
H 3.3239 5.2225 -0.2000 -0.002 -0.004 0.039 0.267
```
Positions in Å, forces in eV/Å.

Calculated values
* HOMO level: -8.3 eV



3.
The molecule C15H18N4O4S, computed with ωB97M-V/def2-TZVPD.

Structure (XYZ):
```
42
Properties=species:S:1:pos:R:3:forces:R:3:nbo_charge:R:1
C 2.8020 2.7657 0.1178 0.021 0.321 0.003 -0.691
C 3.3243 1.3825 -0.0068 -0.154 -0.322 -0.019 0.351
C 2.5171 0.2923 0.0022 -0.916 0.229 0.082 -0.547
C 3.0593 -1.0376 -0.1043 0.202 -0.090 -0.017 0.669
O 2.4402 -2.0794 -0.0975 0.015 -0.282 0.005 -0.612
N 4.4503 -1.0663 -0.2245 0.066 -0.252 -0.020 -0.635
C 5.3098 0.0011 -0.2470 -0.074 0.016 0.006 0.786
O 6.5041 -0.0963 -0.3549 0.372 -0.029 -0.033 -0.597
N 4.6731 1.2253 -0.1315 -0.014 0.299 0.022 -0.592
H 5.2779 2.0373 -0.1415 -0.087 -0.212 -0.002 0.429
H 4.8748 -1.9847 -0.3022 -0.073 0.188 0.013 0.436
S 0.7352 0.5826 0.1829 0.436 -0.155 -0.145 2.374
O 0.5820 1.1606 1.4884 -0.100 -0.196 0.206 -0.955
O 0.3557 1.3608 -0.9610 -0.073 -0.212 -0.127 -0.944
N -0.0563 -0.8265 0.1411 0.567 0.837 0.059 -0.694
C -0.3899 -1.4527 -1.1142 0.031 -0.043 -0.660 -0.250
H -0.4718 -0.6444 -1.8419 -0.075 -0.212 -0.095 0.236
C -1.7391 -2.1924 -0.9424 0.143 0.050 -0.022 -0.220
N -2.4636 -1.6604 0.1929 -0.151 -0.197 0.102 -0.457
C -2.9885 -0.3646 0.0292 -0.331 0.182 0.027 0.252
C -2.6882 0.7028 0.8729 0.017 -0.162 0.005 -0.300
C -3.2791 1.9380 0.6785 -0.098 0.097 -0.012 -0.174
C -4.1783 2.1395 -0.3526 -0.027 0.145 0.034 -0.246
C -4.4890 1.0829 -1.1921 0.023 0.021 -0.077 -0.197
C -3.9061 -0.1536 -1.0022 0.069 -0.001 -0.054 -0.264
H -4.1737 -0.9729 -1.6530 -0.040 -0.101 -0.020 0.206
H -5.1949 1.2209 -1.9986 -0.054 -0.002 -0.052 0.210
H -4.6315 3.1079 -0.5031 -0.034 0.075 -0.003 0.210
H -3.0183 2.7535 1.3370 0.027 0.068 0.055 0.211
H -1.9666 0.5972 1.6664 0.070 -0.041 0.079 0.221
C -1.7620 -1.9785 1.4184 0.000 -0.027 0.045 -0.225
H -1.8677 -3.0573 1.5788 0.045 0.111 0.075 0.200
C -0.2558 -1.6143 1.3298 0.080 -0.144 0.478 -0.253
H 0.0610 -0.9990 2.1710 -0.052 -0.231 0.108 0.240
H 0.3706 -2.5127 1.2846 -0.032 0.118 0.022 0.209
H -2.2508 -1.4669 2.2463 0.040 -0.052 -0.011 0.216
H -1.5641 -3.2549 -0.7525 -0.037 0.030 -0.074 0.198
H -2.3339 -2.0975 -1.8492 0.086 -0.097 0.019 0.217
H 0.4015 -2.1480 -1.4212 -0.089 0.093 -0.004 0.210
H 2.0828 2.9512 -0.6789 0.084 0.072 -0.028 0.279
H 2.2479 2.8557 1.0513 0.078 0.068 0.029 0.275
H 3.5996 3.5032 0.0834 0.036 0.041 0.003 0.217
```
Positions in Å, forces in eV/Å.

Calculated values
* HOMO level: -7.8 eV
* ΔE to the lowest compared entry with this formula, charge and spin: 0.00 kcal per mole



4.
A structure of composition C15H16N3O3PdS, computed with ωB97M-V/def2-TZVPD.

Structure (XYZ):
```
39
Properties=species:S:1:pos:R:3:forces:R:3:nbo_charge:R:1
Pd 0.8347 -0.7980 -0.4591 -0.132 -0.376 -0.243 1.248
O -0.7716 3.6136 -1.9941 -0.031 -0.009 0.027 -0.497
C -1.9424 3.5089 -1.4576 0.041 0.035 -0.082 0.492
C -2.8123 4.6383 -1.6270 -0.067 0.010 0.037 -0.104
C -4.0813 4.6103 -1.1055 0.040 0.034 -0.024 -0.173
C -4.5146 3.4767 -0.4164 0.029 -0.074 0.021 -0.019
C -3.6601 2.3443 -0.2470 -0.007 0.027 -0.012 -0.025
C -2.3809 2.3396 -0.7468 -0.061 -0.056 0.018 -0.256
C -1.4874 1.1845 -0.5885 -0.077 -0.309 0.088 0.643
O -0.3191 1.1837 -1.0043 -0.160 0.341 0.079 -0.636
N -2.0732 0.0507 0.0257 0.340 0.250 -0.150 -0.181
N -1.2046 -0.9188 0.1117 -0.439 -0.010 0.087 -0.320
C -1.6437 -2.1009 0.5282 0.208 0.042 -0.067 0.215
C -0.7368 -3.2013 0.4841 0.006 0.118 -0.041 0.051
C -1.1286 -4.4678 0.9046 0.021 -0.071 -0.019 -0.085
C -0.2268 -5.5280 0.7910 -0.030 0.053 -0.002 -0.129
C 1.0144 -5.2752 0.2518 0.013 0.011 -0.017 -0.137
C 1.3471 -3.9659 -0.1525 -0.005 -0.047 -0.011 0.108
N 0.5084 -2.9580 -0.0403 0.086 0.046 0.172 -0.490
H -0.2456 2.7966 -1.8456 0.068 -0.039 0.010 0.533
H -2.4245 5.4870 -2.1774 0.000 -0.001 0.005 0.283
H -4.7423 5.4578 -1.2291 0.001 -0.001 -0.005 0.285
H -5.5140 3.4383 -0.0022 -0.001 0.008 -0.001 0.269
H -4.0375 1.4798 0.2822 0.005 0.005 0.001 0.269
H -2.6771 -2.2102 0.8427 0.001 -0.003 0.027 0.257
H -2.1227 -4.6211 1.3053 0.003 0.007 0.005 0.266
H -0.5030 -6.5237 1.1111 -0.009 0.002 0.001 0.279
H 1.7445 -6.0641 0.1290 0.004 0.006 -0.003 0.277
H 2.3194 -3.7578 -0.5807 0.010 0.008 0.016 0.240
C 4.5341 1.6959 -0.0333 0.022 0.005 -0.016 -0.802
S 3.4019 0.8657 1.0583 -0.144 0.026 0.066 1.263
C 4.5101 -0.1811 1.9721 0.019 0.023 -0.022 -0.808
O 2.6341 -0.1104 0.1189 0.204 -0.037 0.043 -0.955
H 5.1577 0.9661 -0.5468 -0.007 0.006 -0.007 0.269
H 5.1366 2.3618 0.5869 0.012 -0.010 -0.007 0.284
H 3.9472 2.2851 -0.7343 0.011 0.006 -0.002 0.267
H 5.1443 0.4759 2.5703 0.008 -0.015 0.002 0.285
H 5.1055 -0.7758 1.2814 0.005 -0.009 0.019 0.265
H 3.9098 -0.8026 2.6331 0.013 -0.005 0.005 0.269
```
Positions in Å, forces in eV/Å.

Calculated values
* total charge: +3
* HOMO level (spin up / spin down): -18.4 / -19.1 eV
* ΔE to the lowest compared entry with this formula, charge and spin: 0.00 kcal per mole
* 2S+1: 5



| no. | maximum force (eV/A) |
| --- | --- |
| 1 | 1.933 |
| 2 | 0.742 |
| 3 | 1.012 |
| 4 | 0.467 |